Entry 1:
A molecular structure, C7H10O in a non-equilibrium geometry. Source: OMol25; level of theory: wB97M-V/def2-TZVPD.

Geometry (Å):
C  1.5429  1.3974  1.1835
C  -0.2081  0.3481  1.0413
C  -1.2499  -0.4374  0.0056
C  -0.4529  -1.6427  -0.2046
C  0.4673  -0.7438  -1.0308
C  -0.8153  -0.0642  -1.5177
C  0.8776  0.4832  0.0422
H  2.1217  1.0526  2.0044
H  1.7915  2.4567  0.6189
H  -0.1998  -0.3614  1.8216
H  -2.3137  -0.6560  0.5351
H  -1.1306  -2.4467  -0.7577
H  0.0297  -2.1566  0.6326
H  1.0674  -1.3196  -1.6697
H  -0.5996  1.1892  -1.5536
H  -1.7662  -0.1444  -2.3903
H  0.4827  1.4250  -0.4615
O  0.3552  1.6206  1.7007

Summary:
lowest unoccupied orbital energy: 0.99 eV
energy relative to the best compared isomer or geometry (same formula, charge and spin): 8.5887 eV
charge: 0
E_HOMO: -9.45 eV


Entry 2:
A molecular structure, C3H10AgNa2O5P in a non-equilibrium geometry. Source: OMol25; level of theory: wB97M-V/def2-TZVPD.

Geometry (Å):
Na  14.3318  -7.9406  11.4820
Na  15.2845  -11.5141  15.2158
Ag  18.9731  -12.6367  10.3301
O  17.4743  -10.0316  11.9775
H  18.3015  -9.5298  12.1135
C  18.5656  -3.0592  16.8117
O  19.0815  -4.3181  16.9143
P  18.5913  -5.4742  17.8943
O  17.3768  -6.3018  17.5618
O  19.9186  -6.4213  18.0897
C  20.6230  -6.9517  16.9318
O  18.3036  -4.6999  19.3551
C  19.4012  -4.4806  20.2778
H  17.7267  -2.9041  17.4901
H  18.0375  -2.9715  15.8622
H  19.3582  -2.3162  16.7231
H  20.4700  -6.5833  15.9174
H  20.4789  -8.0215  17.0829
H  21.6700  -6.8997  17.2305
H  19.6743  -3.4538  20.5214
H  20.3222  -4.9463  19.9269
H  19.1395  -5.1016  21.1345

Summary:
expectation value of S²: 0.753
lowest unoccupied orbital energy (spin up / spin down): -12.10 / -13.15 eV
charge: +3
E_HOMO (spin up / spin down): -15.47 / -15.47 eV
spin multiplicity: 2


Entry 3:
A molecular structure, C10H13NPTc in a non-equilibrium geometry. Source: OMol25; level of theory: wB97M-V/def2-TZVPD.

Geometry (Å):
C  -1.2705  0.2712  -1.3752
C  -1.1660  -0.0516  -2.7494
C  -0.6726  1.0934  -3.4508
C  -0.4815  2.1535  -2.5105
C  -0.8579  1.6917  -1.2269
Tc  0.1211  0.1943  2.0758
P  -0.6767  -1.8617  2.0628
H  -1.5656  -0.3815  -0.5529
H  -1.4260  -1.0093  -3.1948
H  -0.4715  1.1485  -4.5185
H  -0.8502  2.2448  -0.2865
H  -0.1009  3.1474  -2.7363
H  0.2364  -2.9459  1.8577
H  -1.6557  -2.2125  1.0809
H  -1.3409  -2.3469  3.2283
C  4.6838  0.0675  0.5569
C  4.2365  -0.6982  1.6300
C  2.8919  -0.6398  2.0086
N  2.0177  0.1573  1.3551
C  2.4251  0.8792  0.2771
C  3.7629  0.8560  -0.1328
H  5.7319  0.0502  0.2627
H  4.8889  -1.3481  2.2057
H  2.4618  -1.2212  2.8288
H  1.6405  1.4572  -0.2162
H  4.0399  1.4694  -0.9858

Summary:
expectation value of S²: 3.780
lowest unoccupied orbital energy (spin up / spin down): -4.10 / -4.70 eV
energy relative to the best compared isomer or geometry (same formula, charge and spin): 0.0000 eV
charge: +1
E_HOMO (spin up / spin down): -11.23 / -11.10 eV
spin multiplicity: 4


Entry 4:
2 unconnected molecules or ions with the total composition C17H19N2 in a non-equilibrium geometry. Source: OMol25; level of theory: wB97M-V/def2-TZVPD.

Geometry (Å):
C  -0.1270  -1.0007  -0.7822
C  -1.4313  -1.5637  -0.8066
C  -2.5297  -0.6737  -0.8022
C  -3.8255  -1.1269  -0.7808
C  -4.0833  -2.4866  -0.7647
C  -3.0344  -3.3892  -0.7757
C  -1.7362  -2.9419  -0.8030
C  1.1773  -1.5629  -0.8081
C  2.2750  -0.6715  -0.7974
C  3.5724  -1.1224  -0.7708
C  3.8325  -2.4814  -0.7561
C  2.7828  -3.3844  -0.7791
C  1.4836  -2.9417  -0.8141
H  -0.1284  0.0744  -0.6934
H  -2.3359  0.3843  -0.8085
H  -4.6444  -0.4238  -0.7643
H  -5.0989  -2.8468  -0.7243
H  -3.2365  -4.4496  -0.7321
H  -0.9591  -3.6740  -0.7988
H  2.0814  0.3865  -0.8111
H  4.3881  -0.4156  -0.7483
H  4.8494  -2.8399  -0.7089
H  2.9865  -4.4443  -0.7388
H  0.7080  -3.6772  -0.8301
C  1.5439  3.7198  -0.3592
C  0.6247  3.3755  0.7446
N  -0.4317  2.6470  0.5829
C  -1.1379  2.5584  1.7958
C  -0.3904  3.4165  2.8330
N  0.7778  3.8337  2.0691
H  2.3448  4.3796  -0.0222
H  1.9937  2.8137  -0.7651
H  0.9991  4.2238  -1.1585
H  -2.1674  2.9079  1.6432
H  -1.1892  1.5048  2.1002
H  -0.9836  4.2818  3.1546
H  -0.0891  2.8388  3.7154
H  1.1389  4.7714  2.2657

Summary:
lowest unoccupied orbital energy: -5.76 eV
energy relative to the best compared isomer or geometry (same formula, charge and spin): 1.9810 eV
charge: +1
E_HOMO: -10.85 eV


Entry 5:
4 unconnected molecules or ions with the total composition C2H11NO5 in a non-equilibrium geometry. Source: OMol25; level of theory: wB97M-V/def2-TZVPD.

Geometry (Å):
C  0.7709  0.9569  -1.9454
N  0.8730  0.5792  -0.5199
C  1.5432  -0.5999  -0.2961
O  1.8406  -1.0583  0.7902
O  1.5603  -1.5905  -1.2359
H  1.8129  1.0497  -2.2991
H  0.1317  0.2758  -2.5378
H  0.4069  1.9798  -2.0160
H  0.8969  1.3786  0.0994
H  1.0383  -1.6660  -2.0422
O  0.0335  1.6849  2.6110
H  -0.5729  0.9078  2.6185
H  0.8238  1.1498  2.4370
O  -1.8487  -0.4913  2.1797
H  -1.5603  -1.3827  1.9549
H  -2.2738  -0.2452  1.3037
O  -2.2217  -0.9830  -0.4021
H  -1.6519  -1.6316  0.0244
H  -1.6030  -0.3140  -0.7243

Summary:
SMILES string: CNC(=O)O.O.O.O
lowest unoccupied orbital energy: 0.01 eV
energy relative to the best compared isomer or geometry (same formula, charge and spin): 1.1990 eV
charge: 0
E_HOMO: -10.59 eV


Entry 6:
A molecular structure, C5H9NO2S in a non-equilibrium geometry. Source: OMol25; level of theory: wB97M-V/def2-TZVPD.

Geometry (Å):
C  -1.2915  -0.4996  1.4218
C  0.1380  -1.1240  1.5505
C  1.0963  -0.4726  0.5878
C  -0.2741  0.6929  -0.3504
C  -0.0649  0.5044  -1.8627
N  -1.4130  0.3099  0.3678
O  -2.2121  -0.9647  2.0220
O  1.7038  -1.2284  -0.4112
S  0.2182  2.4534  0.1006
H  0.3871  -0.9552  2.5618
H  0.0323  -2.2651  1.4172
H  1.8358  0.3370  1.0017
H  -0.8045  -0.2017  -2.1571
H  0.9714  0.2017  -2.2425
H  -0.4062  1.4809  -2.3211
H  -2.3874  0.6146  0.2651
H  1.1956  -1.4422  -1.1845
H  1.2751  2.5584  -0.7669

Summary:
lowest unoccupied orbital energy: 0.55 eV
energy relative to the best compared isomer or geometry (same formula, charge and spin): 2.1319 eV
charge: 0
E_HOMO: -8.72 eV


Entry 7:
A molecular structure, C19H21F2N2 in a non-equilibrium geometry. Source: OMol25; level of theory: wB97M-V/def2-TZVPD.

Geometry (Å):
C  -0.1947  -1.5406  1.5935
C  1.2512  -1.2974  1.9577
N  1.5394  0.1614  2.0357
C  1.1996  0.7921  0.7292
C  -0.2547  0.5689  0.3754
N  -0.9286  -0.2130  1.4867
C  -0.7555  0.5491  2.8043
C  0.6999  0.7550  3.1107
H  -0.2992  -2.0428  0.6230
H  -0.6900  -2.1440  2.3560
H  1.4783  -1.7260  2.9419
H  1.9182  -1.7318  1.2034
H  1.4218  1.8635  0.8122
H  1.8550  0.3450  -0.0290
H  -0.7852  1.5160  0.2483
H  -0.3601  -0.0186  -0.5468
H  -1.2955  1.4968  2.6858
H  -1.2593  -0.0529  3.5707
H  0.9539  0.2518  4.0515
H  0.9233  1.8266  3.1755
F  -6.9822  -3.4646  0.7991
C  -5.7261  -3.1789  1.2850
C  -5.0807  -4.1504  2.0487
C  -3.8398  -3.8100  2.6127
C  -3.2632  -2.5727  2.3691
C  -3.7972  -1.6733  1.3701
C  -3.0476  -0.6079  0.8376
C  -3.5396  0.2730  -0.1565
C  -3.2103  1.6760  -0.1689
C  -3.6236  2.5166  -1.1943
C  -4.5212  2.0719  -2.1774
C  -4.9178  0.7369  -2.1266
F  -5.8803  0.3130  -3.0148
C  -4.4003  -0.1736  -1.2188
C  -5.1668  -1.9463  0.9962
H  -5.5415  -5.1173  2.2244
H  -3.3218  -4.5313  3.2481
H  -2.3784  -2.2729  2.9361
H  -2.0593  -0.3180  1.3904
H  -2.6366  2.0919  0.6676
H  -3.2506  3.5420  -1.2297
H  -4.8927  2.7348  -2.9533
H  -4.6722  -1.2251  -1.2912
H  -5.7528  -1.2076  0.4537

Summary:
lowest unoccupied orbital energy: -5.54 eV
energy relative to the best compared isomer or geometry (same formula, charge and spin): 3.4460 eV
charge: +1
E_HOMO: -11.39 eV


Entry 8:
A molecular structure, C5H8NiO3 in a non-equilibrium geometry. Source: OMol25; level of theory: wB97M-V/def2-TZVPD.

Geometry (Å):
Ni  1.2213  -1.8347  0.2561
O  1.8986  -0.4032  -0.6825
O  -0.3220  -0.1097  -0.2376
C  -1.3743  -1.0135  -0.4343
C  -1.4572  -1.7204  0.9154
O  -0.1848  -1.8102  1.4917
C  0.9519  0.4577  -0.2629
H  -2.2975  -0.4633  -0.6682
H  -1.1814  -1.6626  -1.3017
H  -2.0161  -2.6669  0.8206
H  -2.0512  -1.0641  1.5815
C  0.8659  1.7985  -0.9370
C  1.3747  1.8926  0.4998
H  1.6043  1.9567  -1.7282
H  -0.1419  2.1821  -1.1220
H  2.4417  2.1187  0.6035
H  0.6680  2.3422  1.2058

Summary:
expectation value of S²: 2.008
lowest unoccupied orbital energy (spin up / spin down): -0.44 / -1.30 eV
energy relative to the best compared isomer or geometry (same formula, charge and spin): 0.0000 eV
charge: 0
E_HOMO (spin up / spin down): -8.02 / -7.97 eV
spin multiplicity: 3


Record order is preserved below.
Calculated total energy: -347.64755, -1308.35229, -865.30984, -768.43119, -513.74371, -799.28047, -1045.44006, -1929.13958 Eh